DFT (ωB97M-V/def2-TZVPD) results for a molecular structure, C19H39NOP2Sn at a distorted geometry.

Positions of all 63 atoms, in Å:
Sn -0.17787 -0.36084 0.01609
P 2.77466 -0.59050 -0.43778
P -2.71584 0.07199 -0.13430
N -0.14535 -0.07164 -1.93917
H 1.66440 -0.02794 0.58306
C 3.16499 -2.07074 -1.42111
H 4.26075 -2.15124 -1.52917
H 2.70783 -1.99667 -2.41909
H 2.78373 -2.97868 -0.93604
C 3.76909 -0.61133 1.08198
H 4.81436 -0.75832 0.82257
H 3.38913 -1.43357 1.69859
H 3.61082 0.32513 1.62815
C 3.21744 0.84605 -1.44696
H 4.31128 0.90301 -1.56424
H 2.85685 1.76747 -0.96904
H 2.74590 0.79286 -2.44128
C -3.42512 -1.28881 -1.10038
H -4.50030 -1.11300 -1.16049
H -3.21850 -2.23437 -0.59762
H -2.96047 -1.29826 -2.08577
C -3.60699 -0.06602 1.43423
H -4.67083 -0.08609 1.17960
H -3.39046 0.79061 2.07717
H -3.32750 -0.99406 1.93863
C -3.38023 1.57345 -0.91166
H -4.46905 1.54611 -0.79926
H -3.11498 1.59921 -1.97091
H -2.98307 2.46562 -0.42168
C -0.18955 0.89647 -2.83073
C -0.13581 1.50820 -5.15965
C -0.22138 0.52505 -4.20819
C -0.18449 2.28749 -2.46425
C -0.10186 3.24101 -3.45815
C -0.07789 2.86330 -4.80393
H -0.10634 1.23445 -6.19154
H -0.29507 -0.53093 -4.46375
H -0.23702 2.56872 -1.40080
H -0.05786 4.27997 -3.16083
H -0.01188 3.64063 -5.56863
C -0.81263 -3.29281 1.35026
O -1.56906 -2.67814 0.56411
C 0.35109 -4.13445 0.85313
H 0.97143 -4.37585 1.69870
H 1.05972 -3.74778 0.09642
H -0.19570 -4.99648 0.51891
C -0.68685 -2.87401 2.80517
H -1.66277 -3.13074 3.18880
H -0.36842 -1.85233 3.10889
H 0.08845 -3.51410 3.20810
C 1.48427 2.17664 3.25040
C 0.50480 1.08088 2.77542
C -0.65831 0.97396 3.75847
C 0.03569 1.35774 1.36040
H 1.00510 3.17009 3.24302
H 2.39409 2.24149 2.62968
H 1.79902 1.96563 4.28378
H 1.07108 0.12954 2.81041
H -1.20756 1.92199 3.81057
H -1.36094 0.18491 3.48107
H -0.27468 0.75092 4.76149
H -1.02767 1.60694 1.24567
H 0.69433 1.97215 0.73341

Atoms 1-3, force components in eV/Å:
-1.60 -2.14 -0.24
-1.15 2.46 1.74
0.14 -0.34 -0.23

energy above the lowest of the compared OMol25 structures with the same formula, charge and spin: 100.7 kcal per mole
frontier orbital gap (spin up / spin down): 4.970 / 4.970 eV
LUMO level (spin up / spin down): -0.010 / -0.010 Ha
total energy: -48275.744 eV